C24H23N5O2S | ωB97M-V/def2-TZVPD

## Properties
- Energy: -1750.80572 hartree
- SMILES string: CC1=C(C(=O)Nc2ccccc2)[C@H](c2ccncc2)C(C#N)=C(SCC(=O)NC2CC2)N1
- Largest force on an atom: 1.3 eV/A
- HOMO: -8.407 eV

The geometry in ORCA input format:
```
! wB97M-V def2-TZVPD RIJCOSX def2/J DEFGRID3
* xyz 0 1
H -3.079 1.562 2.344
H 2.452 -1.454 5.740
H 2.850 0.593 4.416
H -1.098 -2.216 3.482
C -0.013 -0.453 2.944
H 0.475 -2.852 5.265
H 1.012 3.586 -2.647
C 0.547 -2.978 -0.540
H 1.274 1.232 2.632
H -3.345 -0.875 -1.493
C -1.702 0.383 -2.088
S -1.261 3.017 -2.852
H 2.107 0.765 -0.350
C 1.987 -0.025 4.214
N 0.027 -0.448 -3.761
H 3.818 2.723 -2.374
C -1.515 -1.871 -1.015
O 0.122 2.132 -0.265
C -1.256 -4.241 -1.062
H 3.934 1.795 -3.924
C -0.762 -0.077 -3.008
C -2.446 0.097 0.203
C 0.796 1.965 -1.268
C -2.339 -0.617 -1.133
H 4.521 0.698 -1.080
H 0.845 2.000 -3.433
H -2.272 2.946 1.583
O -2.491 -1.650 1.848
H -1.650 -5.238 -1.207
C -1.976 -0.644 1.414
C -0.170 -1.802 -0.668
N -2.901 2.080 -0.975
N 1.887 1.179 -1.249
C -0.237 -1.606 3.691
H -0.549 0.794 1.419
C 4.161 0.552 -2.087
H -4.011 2.711 1.375
C 0.506 2.620 -2.606
C 2.710 0.798 -2.353
H 2.202 0.157 -3.068
C -2.803 1.385 0.235
N -0.857 -0.039 1.912
C 0.653 -1.956 4.690
H -3.107 -3.237 -1.483
H 0.306 -0.848 -0.498
C -3.055 2.196 1.463
C 1.106 0.334 3.213
H -3.074 3.074 -0.908
H 1.594 -2.965 -0.266
C -2.066 -3.127 -1.218
C -2.027 1.690 -1.958
N 0.021 -4.175 -0.731
C 3.744 1.764 -2.863
C 1.764 -1.173 4.957
H 4.642 -0.260 -2.609
*
```